The following is a DFT calculation (ωB97M-V with the def2-TZVPD basis set) of a structure of composition C28H49ClErN2O5P2Si.

Positions of all 89 atoms, in Å:
C1 0.23568 1.16445 4.57177
C2 -0.91540 2.17866 4.69130
P1 -2.12592 2.16798 3.26367
C3 -1.71255 3.52967 2.09838
C4 -1.88461 0.50557 2.43465
C5 -2.77760 -0.46586 2.81288
C6 -3.86716 -0.17675 3.81320
O1 -5.19040 0.10521 3.21911
C7 -5.12647 0.50585 1.82411
O2 -6.45619 1.00773 1.51528
C8 -6.75307 0.84479 0.09138
C9 -7.98695 1.66392 -0.30251
O3 -7.61015 2.94343 -0.77503
C10 -2.68110 -1.75688 2.26224
Cl1 -3.78563 -3.03446 2.69936
C11 -1.68567 -2.02381 1.36346
P2 -1.61891 -3.74292 0.73941
C12 -1.32939 -3.82178 -1.05042
C13 -0.41057 -4.69431 1.69394
C14 -0.76178 -1.03179 0.95030
N1 0.19277 -1.36854 0.02144
C15 1.00539 -0.37492 -0.26498
O4 1.97045 -0.49435 -1.14959
C16 2.49191 -1.83147 -1.37076
C17 1.81052 -2.46124 -2.59392
C18 1.89142 -1.39398 -3.73501
C19 2.53057 -3.73715 -3.10497
C20 2.84295 -4.75670 -1.95208
C21 3.81278 -3.44987 -3.93412
C22 0.89623 0.95720 0.33282
C23 1.87516 2.02514 -0.09941
C24 3.34664 1.68521 0.21846
O5 4.21612 2.78639 0.07302
Si1 4.53385 3.25245 -1.52183
C25 3.13830 4.31775 -2.26667
C26 6.08672 4.32310 -1.64144
C27 4.77583 1.80087 -2.72046
N2 0.00324 1.27467 1.21122
C28 -0.85895 0.24439 1.51028
H1 -0.09293 0.13005 4.44828
H2 0.96284 1.47235 3.81483
H3 0.78744 1.19613 5.52040
H4 -0.57971 3.19352 4.91985
H5 -1.52330 1.86261 5.55138
H6 -0.63863 3.74797 2.14700
H7 -2.21236 4.45414 2.40068
H8 -1.91764 3.28848 1.05210
H9 -3.99526 -1.08875 4.40717
H10 -3.55888 0.58461 4.52977
H11 -4.44286 1.33682 1.62731
H12 -4.96505 -0.34538 1.15812
H13 -6.90735 -0.21093 -0.16329
H14 -5.88315 1.22663 -0.45463
H15 -8.47939 1.14782 -1.13707
H16 -8.71076 1.73943 0.51531
H17 -7.46796 2.88761 -1.72598
H18 -1.43886 -2.84784 -1.52690
H19 -0.28469 -4.13537 -1.18017
H20 -1.97091 -4.59758 -1.48156
H21 -0.83246 -4.82518 2.70053
H22 -0.22079 -5.69441 1.29444
H23 0.53852 -4.15916 1.82640
H24 2.49233 -2.44499 -0.46725
H25 3.54243 -1.69099 -1.65006
H26 0.74349 -2.60873 -2.42579
H27 1.16518 -0.59108 -3.56231
H28 1.62914 -1.84656 -4.69443
H29 2.88022 -0.93243 -3.75325
H30 1.82898 -4.22245 -3.79607
H31 3.90220 -4.64666 -1.70639
H32 2.21740 -4.48091 -1.09250
H33 2.63485 -5.77189 -2.29170
H34 4.51750 -4.27113 -3.76450
H35 4.33245 -2.53475 -3.63996
H36 3.58709 -3.44432 -5.00196
H37 1.68078 2.25697 -1.15581
H38 1.63802 2.93580 0.46111
H39 3.38169 1.39686 1.28207
H40 3.74017 0.82822 -0.33646
H41 2.52317 4.76505 -1.47836
H42 2.49468 3.66950 -2.87809
H43 3.55342 5.06984 -2.94248
H44 5.84858 5.38516 -1.74178
H45 6.57687 4.04371 -2.58351
H46 6.80721 4.12617 -0.84212
H47 5.65078 2.02600 -3.34067
H48 4.98328 0.83840 -2.23823
H49 3.93169 1.74186 -3.41746
Er1 -6.56750 1.37212 3.88550

As for the total energy: -109618.7995 eV. As for the total charge: +3. For the HOMO-LUMO gap (spin up / spin down), the calculation gives 0.1785 / 0.1655 Ha. The spin multiplicity is 4. The LUMO energy (spin up / spin down) comes out at -9.922 / -10.274 eV.

The following is a DFT calculation (ωB97M-V with the def2-TZVPD basis set) of a structure of composition C28H49N2O2P3Ti.

Positions of all 85 atoms, in Å:
Ti1 -0.13301 0.54685 -1.00141
P1 1.99781 -0.80173 0.62588
P2 1.87118 2.23356 -0.98596
P3 -0.92749 -2.28615 -0.94119
H1 0.33008 2.77293 -3.91659
C1 -0.57248 2.17513 -3.85673
C2 -1.47010 2.31411 -2.87697
H2 -1.59050 3.23336 -2.29940
C3 3.44491 -1.72557 0.01727
C4 2.67006 0.43313 1.76938
C5 1.19792 -1.91089 1.82492
C6 1.41436 3.58952 -2.10347
C7 2.33620 3.35881 0.39754
C8 3.50283 1.77112 -1.76455
C9 -2.46677 -2.39623 -1.94427
C10 -1.39348 -3.31022 0.51309
C11 0.19114 -3.41751 -1.88694
H3 -0.72865 1.58050 -4.75183
H4 -2.26145 1.56771 -2.75200
H5 4.16239 -1.85312 0.83866
H6 3.91791 -1.17074 -0.79842
H7 3.10052 -2.70459 -0.33503
H8 3.20755 -0.08889 2.57317
H9 1.85899 1.00737 2.23083
H10 3.36390 1.11947 1.27707
H11 1.23284 -2.95166 1.47417
H12 0.15562 -1.60473 2.00900
H13 1.72755 -1.84413 2.79067
H14 1.95641 4.51848 -1.93171
H15 0.33890 3.76819 -2.04976
H16 1.66890 3.24191 -3.11346
H17 3.41382 3.35689 0.59749
H18 1.79152 3.09367 1.30637
H19 2.03988 4.38111 0.12703
H20 4.22650 2.59091 -1.66739
H21 3.35757 1.57850 -2.83448
H22 3.96083 0.87380 -1.33721
H23 -3.11781 -3.21943 -1.60175
H24 -2.20570 -2.53092 -3.00707
H25 -3.00465 -1.44128 -1.84289
H26 -2.05466 -4.14551 0.23994
H27 -1.93554 -2.66177 1.21114
H28 -0.51107 -3.69507 1.03909
H29 -0.38124 -4.25794 -2.30333
H30 0.97604 -3.79971 -1.22047
H31 0.67151 -2.88054 -2.71579
C12 -0.00523 -0.67966 -3.93981
C13 1.22036 -1.10942 -4.51177
C14 1.22227 -1.66055 -5.80032
C15 0.02895 -1.67551 -6.55001
C16 -1.18830 -1.37898 -5.94074
C17 -1.21822 -0.81614 -4.68096
O1 0.00538 -0.16974 -2.70724
H32 1.38695 -0.60297 -0.85109
H33 2.13019 -0.99636 -3.91252
H34 2.19571 -2.00175 -6.19542
H35 0.00579 -1.94640 -7.61337
H36 -2.09493 -1.55654 -6.48281
H37 -2.13153 -0.40219 -4.27619
C18 -1.68032 1.56517 5.39024
N1 -1.35992 1.80645 3.99773
N2 -1.48162 0.85739 3.04435
C19 -1.21939 1.41776 1.81266
O2 -1.09922 0.73419 0.70901
C20 -0.90403 2.78085 2.06856
C21 -0.98711 2.96971 3.43010
C22 -0.75145 4.19563 4.23169
C23 -1.83308 -0.48631 3.38927
C24 -2.94427 -1.03128 2.75360
C25 -3.36606 -2.30505 3.10519
C26 -2.68177 -3.02643 4.09223
C27 -1.55460 -2.47510 4.72370
C28 -1.14345 -1.18059 4.39233
H38 -2.71324 1.23633 5.56333
H39 -1.56008 2.52951 5.87265
H40 -0.98342 0.88054 5.88749
H41 -0.58231 3.49434 1.31651
H42 -1.66944 4.57810 4.69515
H43 -0.01902 4.03359 5.03319
H44 -0.36743 4.99860 3.58900
H45 -3.43440 -0.42250 1.99335
H46 -4.23053 -2.74427 2.60831
H47 -3.01357 -4.03359 4.34787
H48 -1.01695 -3.05362 5.48436
H49 -0.29173 -0.73188 4.90773

As for the total energy: -87846.1962 eV. As for the total charge: +4. Its relative energy (zero: lowest compared OMol25 entry of this formula, charge and spin) is 1.4 kcal per mole. For the HOMO-LUMO gap (spin up / spin down), the calculation gives 0.1797 / 0.1810 Ha. The spin multiplicity is 1. The LUMO energy (spin up / spin down) comes out at -13.893 / -13.869 eV.

- Look up the total charge of the first one.
  +3